# 1
A molecular structure, C19H13F5KN5O2S at a distorted geometry. Source: the Open Molecules 2025 dataset; level of theory: wB97M-V/def2-TZVPD.

Positions of all 46 atoms, in Å:
K (-0.399, 0.450, 0.099)
N (3.742, 3.967, -1.406)
C (2.541, 3.279, -1.256)
S (2.620, 1.572, -1.305)
N (1.513, 4.094, -1.097)
N (0.316, 3.454, -0.893)
C (-0.697, 4.199, -1.102)
C (-2.068, 3.709, -0.890)
C (-3.144, 4.574, -1.099)
C (-4.431, 4.110, -0.891)
C (-4.613, 2.801, -0.477)
C (-3.484, 2.008, -0.299)
N (-2.249, 2.443, -0.501)
H (4.537, 3.390, -1.182)
H (3.728, 4.883, -0.980)
H (-0.574, 5.235, -1.432)
H (-2.958, 5.591, -1.421)
H (-5.281, 4.764, -1.055)
H (-5.597, 2.389, -0.301)
H (-3.573, 0.968, 0.000)
O (-2.811, -3.137, -1.260)
C (-1.917, -2.333, -0.940)
O (-1.977, -1.097, -0.786)
C (-0.526, -2.984, -0.706)
C (-0.480, -4.404, -0.571)
C (0.716, -5.018, -0.393)
C (1.899, -4.238, -0.352)
C (3.189, -4.792, -0.183)
C (4.291, -3.984, -0.146)
C (4.146, -2.585, -0.271)
C (2.910, -2.023, -0.431)
C (1.757, -2.842, -0.480)
N (0.542, -2.234, -0.649)
H (-1.419, -4.934, -0.625)
H (0.789, -6.096, -0.280)
H (3.284, -5.868, -0.081)
H (5.278, -4.414, -0.018)
H (5.020, -1.946, -0.239)
H (2.788, -0.951, -0.522)
F (-1.256, 1.518, 3.884)
C (-0.555, 0.454, 3.231)
F (0.631, 0.351, 4.018)
C (-1.347, -0.759, 3.711)
F (-2.605, -0.749, 3.213)
F (-1.501, -0.902, 5.064)
F (-0.776, -1.913, 3.298)

total charge = -2
DFT total energy = -72209.9873 eV
gap between HOMO and LUMO = 6.1 eV
HOMO = -1.63 eV
largest force on an atom = 1.22 eV/Å

# 2
A molecular structure, C19H13F6N4O4PdS2 at a distorted geometry. Source: the Open Molecules 2025 dataset; level of theory: wB97M-V/def2-TZVPD.

Positions of all 49 atoms, in Å:
Pd (-0.715, -1.030, 0.364)
C (-4.024, 0.895, 2.067)
C (-4.977, -0.136, 1.926)
C (-4.687, -1.266, 1.167)
C (-3.433, -1.355, 0.551)
N (-2.473, -0.454, 0.932)
C (-2.757, 0.686, 1.557)
C (-3.010, -2.410, -0.400)
C (-3.882, -3.373, -0.976)
C (-3.375, -4.434, -1.713)
C (-1.988, -4.521, -1.863)
C (-1.172, -3.512, -1.325)
N (-1.678, -2.449, -0.642)
H (-4.236, 1.857, 2.543)
H (-5.959, -0.082, 2.384)
H (-5.408, -2.076, 0.976)
H (-1.935, 1.409, 1.608)
H (-4.958, -3.247, -0.754)
H (-4.064, -5.146, -2.177)
H (-1.532, -5.343, -2.405)
H (-0.100, -3.539, -1.476)
F (0.471, -2.096, -4.417)
C (1.577, -1.892, -3.594)
F (2.502, -1.144, -4.303)
F (2.118, -3.114, -3.354)
S (0.980, -0.830, -2.112)
O (0.784, -1.713, -0.906)
O (-0.193, -0.157, -2.616)
N (2.099, 0.240, -1.798)
S (3.513, -0.183, -0.992)
O (3.420, 0.277, 0.397)
O (4.122, -1.449, -1.348)
C (4.538, 1.179, -1.733)
F (4.529, 1.118, -3.088)
F (5.813, 1.003, -1.265)
F (4.099, 2.392, -1.339)
N (0.258, 0.623, 1.003)
C (0.859, 1.541, 1.405)
C (1.544, 2.682, 1.938)
C (2.170, 2.589, 3.161)
C (2.769, 3.739, 3.696)
C (2.687, 4.950, 2.996)
C (2.159, 4.994, 1.697)
C (1.584, 3.852, 1.173)
H (2.073, 1.651, 3.705)
H (3.312, 3.741, 4.634)
H (3.129, 5.831, 3.456)
H (2.268, 5.914, 1.110)
H (1.177, 3.783, 0.150)

total charge = +1
DFT total energy = -75509.1215 eV
2S+1 = 3
gap between HOMO and LUMO (alpha / beta) = 7.0 / 6.0 eV
HOMO (alpha / beta) = -11.61 / -12.50 eV
largest force on an atom = 4.24 eV/Å

# 3
C19H13N3 in the gas phase at a distorted geometry. Source: the Open Molecules 2025 dataset; level of theory: wB97M-V/def2-TZVPD.

Positions of all 35 atoms, in Å:
N (0.654, 3.800, 1.818)
N (-1.075, 2.100, -1.861)
C (0.259, 2.185, 0.166)
C (-1.832, 1.444, -2.765)
C (-0.472, 1.416, -0.851)
C (-2.097, -4.327, -1.200)
C (-1.280, -4.518, -0.041)
C (-1.960, 0.045, -2.766)
C (-2.129, -3.099, -1.883)
C (-0.581, -3.418, 0.502)
C (3.417, 1.612, 2.712)
C (3.315, 0.651, 1.732)
C (-1.388, -0.635, -1.711)
C (-1.384, -2.034, -1.358)
C (-0.654, 0.045, -0.751)
C (-0.663, -2.181, -0.174)
C (2.529, 2.718, 2.823)
C (2.294, 0.796, 0.804)
C (1.542, 2.832, 1.854)
C (1.371, 1.853, 0.896)
N (-0.195, -0.899, 0.159)
C (-0.240, 3.496, 0.676)
H (-2.328, 2.006, -3.540)
H (-2.662, -5.174, -1.552)
H (-1.250, -5.496, 0.443)
H (-2.571, -0.450, -3.501)
H (-2.778, -2.994, -2.730)
H (0.030, -3.470, 1.373)
H (4.235, 1.498, 3.434)
H (3.992, -0.198, 1.715)
H (2.682, 3.437, 3.645)
H (2.258, 0.016, 0.010)
H (0.407, -0.704, 0.942)
H (-0.207, 4.277, -0.080)
H (-1.236, 3.368, 1.061)

DFT total energy = -24383.3589 eV
SMILES = c1ccc2c(c1)=NCC=2c1nccc2c1[nH]c1ccccc12
gap between HOMO and LUMO = 6.6 eV
HOMO = -7.65 eV
largest force on an atom = 4.74 eV/Å

# 4
A molecular structure, C19H13N4O6Pt. Source: the Open Molecules 2025 dataset; level of theory: wB97M-V/def2-TZVPD.

Positions of all 43 atoms, in Å:
Pt (0.131, -0.584, 0.299)
O (0.451, -1.534, 2.022)
C (1.488, -1.275, 2.770)
C (1.532, -1.916, 4.032)
C (2.601, -1.784, 4.882)
C (3.701, -0.990, 4.530)
C (3.668, -0.329, 3.328)
C (2.585, -0.428, 2.434)
C (2.665, 0.397, 1.252)
N (1.747, 0.494, 0.359)
N (1.925, 1.387, -0.691)
C (0.938, 1.260, -1.541)
O (-0.025, 0.405, -1.452)
C (0.917, 2.167, -2.720)
C (-0.163, 2.115, -3.596)
C (-0.207, 2.956, -4.697)
C (0.825, 3.853, -4.931)
C (1.902, 3.911, -4.054)
C (1.948, 3.073, -2.952)
H (0.675, -2.522, 4.297)
H (2.586, -2.292, 5.838)
H (4.550, -0.890, 5.192)
H (4.498, 0.306, 3.041)
H (3.541, 1.023, 1.110)
H (-0.962, 1.417, -3.387)
H (-1.054, 2.913, -5.370)
H (0.791, 4.509, -5.792)
H (2.706, 4.615, -4.229)
H (2.776, 3.112, -2.258)
O (-5.905, -1.290, 0.138)
C (-5.239, -2.412, 0.091)
O (-5.766, -3.505, 0.022)
C (-3.749, -2.316, 0.114)
C (-2.937, -3.423, 0.008)
N (-1.672, -2.985, 0.037)
N (-1.619, -1.652, 0.156)
C (-2.871, -1.212, 0.216)
C (-3.155, 0.278, 0.415)
O (-4.374, 0.591, 0.313)
O (-2.186, 0.987, 0.665)
H (-5.260, -0.463, 0.202)
H (-3.194, -4.462, -0.083)
H (-0.810, -3.503, -0.009)

total charge = -1
DFT total energy = -41410.1069 eV
gap between HOMO and LUMO = 7.7 eV
HOMO = -5.22 eV
largest force on an atom = 0.61 eV/Å